Record 1
{"formula": "C3H7N2OS", "method": "ωB97M-V/def2-TZVPD", "symbols": ["S", "O", "N", "N", "C", "C", "C", "H", "H", "H", "H", "H", "H", "H"], "coordinates": [[1.84603, 0.43752, 0.14358], [-1.86068, -1.11882, 0.32194], [-0.99063, -0.13391, 0.70906], [1.26548, -2.11433, -0.23124], [-0.90951, 1.10127, -0.02900], [0.49071, 1.64151, 0.20071], [0.91836, -0.87984, 0.19488], [-1.03905, 0.99595, -1.10646], [0.74283, 2.37464, -0.57536], [2.18145, -2.46616, -0.46095], [-1.71030, 1.83671, 0.32107], [0.41730, 2.33687, 1.12450], [-2.05245, -1.08567, -0.58577], [0.70047, -2.92574, -0.02697]], "atomic_forces_ev_per_a": [[0.437, 1.290, 0.200], [1.085, 1.260, 2.705], [1.451, -2.956, -0.040], [-1.222, 1.155, 1.452], [-0.178, -0.048, -1.162], [-0.563, 3.194, 1.592], [-1.903, -2.071, -0.940], [-0.354, -0.343, -0.210], [-0.136, -0.311, -0.087], [0.688, 0.848, -0.128], [1.113, -1.055, -0.006], [0.886, -1.665, -0.953], [-0.469, 0.398, -2.569], [-0.835, 0.303, 0.146]], "mulliken_charge": [-0.048, -0.267, -0.110, -0.340, -0.491, -0.485, 0.416, 0.356, 0.400, 0.244, 0.367, 0.343, 0.346, 0.270], "de_lowest_kj_mol": 504.08, "total_energy_ha": -701.0328, "charge": 1, "gap_ev": 9.2, "max_force_ev_per_a": 3.61, "multiplicity": 1}

***

Record 2
{"formula": "C3H7N2S", "method": "ωB97M-V/def2-TZVPD", "symbols": ["S", "N", "N", "C", "C", "C", "H", "H", "H", "H", "H", "H", "H"], "coordinates": [[-2.28315, 0.84470, 0.13330], [-1.09999, -1.14494, -0.08772], [0.91218, 0.74048, 0.92671], [-0.69495, 0.07923, -0.72053], [-2.26270, -0.81552, 0.52207], [0.78625, 0.50063, -0.49417], [0.89855, -0.19642, 1.48543], [1.19191, 1.39642, -1.08495], [1.73619, 1.25614, 1.21796], [-0.86587, 0.12913, -1.78623], [1.39999, -0.40955, -0.69894], [-0.56820, -1.97961, -0.36546], [-2.85617, -1.34166, 1.24833]], "atomic_forces_ev_per_a": [[1.112, -0.538, -0.287], [-0.642, -0.530, 0.071], [-0.003, -1.673, 2.114], [-0.289, 1.702, -0.495], [2.949, 0.955, -0.990], [0.142, 0.052, 1.213], [0.211, 2.410, -1.331], [-1.125, -1.445, 0.617], [-0.088, -0.154, -0.229], [-0.547, -0.416, -0.382], [-0.465, 0.476, -0.897], [-0.979, -0.247, 0.903], [-0.275, -0.593, -0.307]], "mulliken_charge": [0.045, -0.137, -0.532, -0.149, -0.043, -0.478, 0.224, 0.396, 0.243, 0.467, 0.287, 0.289, 0.388], "de_lowest_kj_mol": 226.27, "total_energy_ha": -625.8860, "charge": 1, "gap_ev": 8.3, "max_force_ev_per_a": 3.25, "multiplicity": 1}